The following is a quantum chemistry calculation of a gas-phase ion, C5H12NO (charge +2), from OMol25.

2S+1: 2
<S²>: 0.7580
Electronic energy in eV: -8895.5354
HOMO (spin up / spin down) in eV: -20.08 / -19.99
Molecular weight in g mol⁻¹: 102.16
Total charge: +2
Orbital gap (spin up / spin down) in eV: 9.717 / 5.419
Energy above the lowest of the compared OMol25 structures with the same formula, charge and spin in kJ/mol: 205.16

Each line ends with the Mulliken charge.
Geometry (Å):
O 2.120 -0.888 -1.039  -0.03
C 1.024 -0.466 -0.975  0.03
C 0.495 0.457 0.136  0.06
C -0.641 -0.270 0.854  -0.74
C -1.816 -0.615 -0.083  -0.39
C -2.661 0.597 -0.448  -1.16
N 1.621 0.856 1.096  -0.34
H 0.229 -0.749 -1.722  0.50
H 0.162 1.375 -0.357  0.37
H -0.250 -1.201 1.291  0.42
H -0.982 0.381 1.663  0.48
H -2.402 -1.361 0.462  0.32
H -1.479 -1.133 -0.999  0.27
H -3.280 0.891 0.398  0.36
H -2.050 1.446 -0.756  0.31
H -3.311 0.389 -1.296  0.37
H 2.416 1.307 0.628  0.40
H 1.933 0.055 1.668  0.39
H 1.277 1.534 1.792  0.39

=====

The following is a quantum chemistry calculation of a single C4H4N2O3 molecule, from OMol25.

2S+1: 1
Electronic energy in eV: -13333.4892
HOMO in eV: -10.39
SMILES: O=C1CNC(=O)/C1=N\O
Molecular weight in g mol⁻¹: 128.09
Orbital gap in eV: 9.406
Energy above the lowest of the compared OMol25 structures with the same formula, charge and spin in kJ/mol: 228.88

Each line ends with the Mulliken charge.
Geometry (Å):
O -1.954 -1.647 -0.131  -0.50
C -1.283 -0.669 -0.054  0.26
C -1.876 0.780 0.164  -0.34
N -0.668 1.626 0.148  -0.10
C 0.465 0.921 -0.101  0.34
O 1.577 1.503 -0.224  -0.72
C 0.180 -0.494 -0.162  0.62
N 1.041 -1.427 0.096  -0.35
O 2.340 -1.005 0.180  -0.31
H -2.403 0.986 1.109  0.29
H -2.532 0.979 -0.735  0.22
H -0.580 2.593 0.153  0.18
H 2.286 0.028 0.076  0.40

=====

The following is a quantum chemistry calculation of 2 unconnected molecules or ions with the total composition C6H9N3O3S, from OMol25.

2S+1: 1
Electronic energy in eV: -27808.8699
HOMO in eV: -8.04
Molecular weight in g mol⁻¹: 203.22
Orbital gap in eV: 7.182
Energy above the lowest of the compared OMol25 structures with the same formula, charge and spin in kJ/mol: 576.23

Each line ends with the Mulliken charge.
Geometry (Å):
C 1.596 -2.275 -1.839  -0.91
C 1.433 -3.446 -1.152  -0.11
C 1.385 -1.864 0.354  -0.44
C 1.510 -1.205 -0.877  0.98
C 0.598 3.409 -0.532  -0.56
C -2.039 -0.831 1.121  -0.96
N 1.487 2.347 -0.929  -0.95
N 1.214 1.154 -0.830  1.29
N 1.530 0.112 -1.229  -0.36
O -0.043 0.885 0.655  -0.62
O 1.323 -3.207 0.191  -0.31
O -1.273 0.015 -1.245  -0.63
S -1.485 0.661 0.077  0.58
H 1.710 -2.231 -2.895  0.41
H 1.376 -4.542 -1.278  0.39
H 1.255 -1.488 1.423  0.40
H 1.207 3.882 0.240  0.25
H -0.396 3.156 -0.194  0.30
H 0.540 4.022 -1.398  0.30
H -3.022 -0.643 1.166  0.49
H -1.591 -0.739 2.065  0.28
H -1.535 -1.620 0.517  0.16

=====

The following is a quantum chemistry calculation of a molecular structure, C33H25N2O8S2, from OMol25.

2S+1: 1
Electronic energy in eV: -75649.6640
HOMO in eV: -3.72
Molecular weight in g mol⁻¹: 641.70
Total charge: -1
Orbital gap in eV: 5.278

Each line ends with the Mulliken charge.
Geometry (Å):
C -2.588 3.767 -1.976  -0.42
C -1.699 3.231 -2.912  -0.64
C -0.430 2.810 -2.512  -0.41
C -0.069 2.913 -1.166  -0.04
S 1.518 2.300 -0.638  1.79
C 1.461 0.527 -0.854  0.26
C 0.446 -0.241 -0.447  0.53
C 0.440 -1.661 -0.776  -0.48
C 0.323 -2.091 -2.123  -0.41
C 0.202 -3.440 -2.436  -0.81
C 0.232 -4.409 -1.426  -0.51
C 0.409 -4.011 -0.097  -0.83
C 0.542 -2.661 0.216  0.11
S 3.042 -0.277 -1.380  1.86
C 4.427 0.870 -1.201  -0.15
C 5.073 1.352 -2.338  -0.20
C 6.198 2.165 -2.195  -0.63
C 6.686 2.470 -0.921  -0.37
C 6.041 1.965 0.213  -0.69
C 4.920 1.144 0.075  -0.22
O 3.319 -1.334 -0.430  -0.71
O 2.909 -0.541 -2.799  -0.74
O 2.478 2.822 -1.590  -0.66
O 1.647 2.551 0.783  -0.74
C -0.922 3.516 -0.239  -0.12
C -2.197 3.913 -0.642  -0.63
H -3.587 4.077 -2.284  0.40
H -1.986 3.137 -3.960  0.39
H 0.283 2.401 -3.226  0.42
H -0.491 0.227 0.028  -0.68
H 0.317 -1.329 -2.905  0.41
H 0.093 -3.732 -3.483  0.40
H 0.132 -5.466 -1.676  0.37
H 0.456 -4.749 0.707  0.42
H 0.764 -2.345 1.237  0.50
H 4.682 1.097 -3.321  0.40
H 6.684 2.556 -3.090  0.36
H 7.570 3.099 -0.810  0.35
H 6.405 2.198 1.215  0.37
H 4.421 0.721 0.945  0.46
H -0.588 3.651 0.789  0.38
H -2.876 4.340 0.098  0.41
C -1.396 0.171 0.901  0.50
C -0.989 -0.483 2.182  0.17
C 0.140 0.064 2.837  -0.48
C 0.591 -0.445 4.039  -0.61
C -0.055 -1.567 4.589  -0.36
N 0.600 -2.293 5.623  0.97
O 0.090 -3.360 6.029  -0.64
O 1.681 -1.846 6.069  -0.64
C -1.219 -2.090 4.000  -0.81
C -1.680 -1.550 2.808  -0.12
C -2.716 -0.270 0.330  -0.12
C -2.941 -1.581 -0.145  0.47
C -4.183 -1.969 -0.628  -0.73
C -5.244 -1.046 -0.609  -0.32
N -6.579 -1.493 -0.825  0.95
O -7.508 -0.662 -0.697  -0.64
O -6.781 -2.693 -1.111  -0.63
C -5.031 0.287 -0.220  -0.71
C -3.780 0.659 0.242  -0.52
H -1.511 1.241 1.142  0.24
H 0.665 0.911 2.387  0.41
H 1.453 -0.027 4.551  0.48
H -1.719 -2.926 4.485  0.48
H -2.586 -1.959 2.363  0.48
H -2.125 -2.307 -0.127  0.33
H -4.377 -2.977 -0.986  0.47
H -5.864 0.985 -0.256  0.46
H -3.626 1.687 0.575  0.42

=====

The following is a quantum chemistry calculation of a gas-phase ion, CH3I2N2 (charge +1), from OMol25.

2S+1: 1
Electronic energy in eV: -20258.1153
HOMO in eV: -14.37
SMILES: N/C(I)=[NH+]/I
Molecular weight in g mol⁻¹: 296.86
Total charge: +1
Orbital gap in eV: 7.010
Energy above the lowest of the compared OMol25 structures with the same formula, charge and spin in kJ/mol: 136.45

Each line ends with the Mulliken charge.
Geometry (Å):
N 0.435 -0.740 1.021  -0.39
C -0.174 0.175 0.312  0.45
I -1.940 1.293 1.040  0.23
N 0.150 0.353 -0.963  -0.62
I -1.086 0.968 -3.030  0.50
H 1.306 -1.211 0.852  0.27
H 0.326 -0.558 2.030  0.29
H 0.983 -0.280 -1.262  0.27

=====

The following is a quantum chemistry calculation of a molecular structure, C19H19N5ReS4, from OMol25.

2S+1: 2
<S²>: 0.9496
Electronic energy in eV: -72920.7181
HOMO (spin up / spin down) in eV: -13.32 / -13.67
Molecular weight in g mol⁻¹: 631.87
Total charge: +2
Orbital gap (spin up / spin down) in eV: 5.494 / 6.562
Energy above the lowest of the compared OMol25 structures with the same formula, charge and spin in kJ/mol: 58.12

Each line ends with the Mulliken charge.
Geometry (Å):
Re 0.350 0.003 -0.160  0.38
C 0.918 0.322 5.175  -0.85
N 1.940 0.457 4.171  0.18
C 3.240 0.821 4.379  -0.56
C 3.857 0.851 3.180  -0.37
N 2.929 0.507 2.208  0.39
C 1.749 0.275 2.852  0.23
S 0.258 -0.250 2.249  -0.34
C 3.259 0.522 0.839  0.55
C 4.581 0.251 0.487  -0.71
C 5.008 0.499 -0.805  -0.46
C 4.119 1.096 -1.690  -0.99
C 2.807 1.248 -1.295  -0.17
N 2.342 0.883 -0.083  -0.18
H 1.379 0.302 6.160  0.31
H 0.359 -0.602 5.020  0.37
H 0.226 1.163 5.121  0.34
H 3.631 1.037 5.352  0.46
H 4.862 1.132 2.947  0.52
H 5.266 -0.163 1.212  0.52
H 6.017 0.268 -1.101  0.48
H 4.436 1.408 -2.673  0.44
H 2.079 1.676 -1.974  0.74
S 0.278 -0.207 -2.496  -0.24
C -0.846 -1.484 -2.852  0.74
C -1.161 -1.791 -4.173  -0.66
C -2.056 -2.809 -4.444  -0.61
C -2.615 -3.553 -3.408  -0.59
C -2.310 -3.254 -2.093  -0.73
C -1.441 -2.204 -1.807  0.48
S -1.131 -1.776 -0.145  -0.20
H -0.694 -1.230 -4.970  0.46
H -2.320 -3.026 -5.468  0.42
H -3.291 -4.367 -3.621  0.41
H -2.737 -3.808 -1.269  0.45
C -3.358 1.686 -2.159  -0.78
N -3.486 1.305 -0.779  0.29
C -4.607 0.786 -0.202  -0.16
C -4.337 0.568 1.114  -0.58
N -3.049 0.960 1.317  0.18
C -2.529 1.405 0.155  -0.01
S -0.949 2.072 -0.052  -0.24
H -3.996 1.050 -2.768  0.34
H -2.320 1.581 -2.474  0.30
H -3.659 2.727 -2.293  0.30
H -5.506 0.608 -0.758  0.49
H -4.960 0.179 1.898  0.44
H -2.531 0.877 2.180  0.22